{
  "formula": "C18H28BCsN8P2",
  "method": "the ωB97M-V functional and the def2-TZVPD basis",
  "lumo_energy_ev": [-3.07, -4.90],
  "multiplicity": 2,
  "total_energy_ev": -50837.8585,
  "charge": 1,
  "s2": 0.75,
  "orbital_gap_ev": [7.2092, 5.3780],
  "elements": ["Cs", "C", "C", "N", "N", "C", "B", "N", "C", "C", "C", "N", "N", "C", "C", "C", "N", "N", "C", "C", "C", "N", "H", "H", "H", "H", "H", "H", "H", "H", "H", "H", "H", "H", "C", "P", "C", "C", "C", "P", "C", "C", "H", "H", "H", "H", "H", "H", "H", "H", "H", "H", "H", "H", "H", "H", "H", "H"],
  "positions_angstrom": [[-0.839, -0.444, -2.856], [-5.497, 1.164, -0.125], [-4.520, 1.523, -1.071], [-3.328, 1.066, -0.748], [-3.513, 0.429, 0.451], [-4.820, 0.500, 0.852], [-2.557, -0.656, 0.888], [-2.616, -1.787, -0.219], [-3.636, -2.117, -0.993], [-3.309, -3.219, -1.717], [-1.984, -3.468, -1.326], [-1.583, -2.624, -0.400], [-1.067, -0.168, 1.042], [-0.571, 0.183, 2.263], [0.796, 0.355, 2.178], [1.054, 0.107, 0.819], [-0.020, -0.240, 0.126], [-3.134, -1.317, 2.215], [-3.794, -2.506, 2.230], [-4.355, -2.651, 3.475], [-3.862, -1.536, 4.212], [-3.201, -0.716, 3.439], [-6.550, 1.501, -0.179], [-4.661, 2.081, -1.990], [-5.176, -0.027, 1.729], [-4.568, -1.555, -0.945], [-3.824, -3.798, -2.482], [-1.336, -4.269, -1.655], [-1.195, 0.294, 3.145], [1.467, 0.643, 2.962], [2.032, 0.140, 0.393], [-3.879, -3.120, 1.386], [-4.864, -3.455, 3.910], [-4.066, -1.256, 5.241], [4.604, -0.714, -2.885], [4.153, 0.060, -1.295], [4.251, -1.417, -0.138], [5.414, 1.239, -0.635], [4.517, 2.387, 0.012], [2.893, 2.288, -0.861], [3.113, 3.010, -2.529], [1.794, 3.468, 0.007], [4.652, -0.030, -3.718], [3.858, -1.477, -3.088], [5.572, -1.224, -2.819], [5.099, -2.031, -0.374], [3.351, -1.964, -0.342], [4.289, -1.041, 0.885], [6.010, 1.611, -1.482], [6.065, 0.780, 0.065], [4.977, 3.418, -0.021], [4.358, 2.116, 1.049], [3.410, 4.097, -2.442], [2.173, 3.001, -3.089], [3.819, 2.433, -3.102], [2.080, 4.495, -0.227], [1.781, 3.209, 1.048], [0.747, 3.228, -0.269]],
  "forces_ev_per_a": [[-0.515, -0.147, 0.620], [-1.356, 1.291, -0.472], [-0.161, 0.087, -0.344], [0.162, -0.472, 0.534], [-0.412, 0.230, -0.011], [0.511, -0.542, -0.373], [0.138, -0.998, 0.241], [1.366, 1.160, 1.253], [-2.254, 0.814, -0.282], [0.556, -0.956, -1.247], [0.153, -0.840, -0.162], [0.573, 0.019, 0.102], [0.889, -0.166, 0.685], [-0.032, 0.054, -0.047], [-0.729, 0.081, -0.692], [0.008, -0.170, 0.713], [-0.985, 0.518, 0.629], [0.581, 0.135, -0.740], [-0.398, 1.011, 1.291], [1.398, 0.886, 0.512], [-1.116, -0.266, -0.218], [0.730, 0.323, -0.852], [0.876, -0.540, 0.272], [0.036, -0.022, 0.148], [0.188, 0.281, -0.058], [0.315, -0.160, -0.059], [-0.202, 0.444, 0.430], [0.003, 0.048, 0.062], [-0.118, -0.184, -0.436], [0.125, -0.011, 0.095], [0.168, -0.203, -0.515], [0.015, -0.650, -0.929], [-0.702, -1.000, 0.143], [0.108, -0.149, -0.198], [0.572, -0.145, 0.248], [0.697, -1.351, 0.628], [-0.504, 1.601, -0.622], [-1.176, 1.416, -1.250], [1.018, -0.022, -0.897], [-0.088, 0.869, 0.218], [-0.173, 1.176, 0.442], [-0.769, -0.843, -0.699], [-0.116, 0.328, -0.195], [-0.167, -0.049, -0.052], [-0.090, 0.102, 0.093], [0.562, -0.134, -0.096], [-0.498, -0.475, 0.337], [-0.133, -0.266, -0.025], [-0.154, 0.019, 0.338], [0.596, -0.431, 0.670], [-0.428, -1.118, -0.018], [-0.236, 0.134, 0.266], [-0.043, -1.201, -0.135], [-0.024, -0.107, 0.249], [0.483, -0.001, -0.227], [-0.151, -0.042, 0.231], [0.416, 0.202, 0.686], [0.490, 0.434, -0.285]]
}

---

{
  "formula": "C18H28BF4N6ORuS2Si",
  "method": "the ωB97M-V functional and the def2-TZVPD basis",
  "lumo_energy_ev": [-0.43, -0.71],
  "multiplicity": 2,
  "relative_energy_kcal_mol": 36.9,
  "total_energy_ev": -73792.9393,
  "s2": 0.76,
  "orbital_gap_ev": [7.5593, 7.2652],
  "elements": ["Ru", "C", "C", "N", "C", "C", "S", "C", "C", "N", "H", "H", "H", "H", "H", "H", "H", "H", "H", "H", "H", "H", "H", "H", "C", "Si", "C", "C", "C", "C", "C", "C", "N", "C", "S", "H", "H", "H", "H", "H", "H", "H", "H", "H", "H", "H", "H", "F", "B", "F", "F", "F", "N", "C", "O", "C", "C", "N", "C", "N", "H", "H"],
  "positions_angstrom": [[0.193, -0.983, -0.240], [0.648, -0.710, -3.148], [2.040, -1.032, -2.693], [2.089, -0.848, -1.240], [3.091, -1.694, -0.557], [2.717, -3.169, -0.617], [0.942, -3.439, -0.369], [0.344, -3.770, -2.052], [-0.659, -2.747, -2.555], [-0.316, -1.339, -2.240], [0.486, -1.028, -4.179], [0.491, 0.367, -3.101], [2.755, -0.386, -3.205], [2.315, -2.058, -2.925], [2.270, 0.128, -1.003], [3.139, -1.381, 0.472], [4.086, -1.545, -0.988], [3.235, -3.682, 0.191], [3.003, -3.662, -1.547], [-0.176, -4.726, -2.008], [1.216, -3.883, -2.696], [-1.609, -2.958, -2.093], [-0.783, -2.859, -3.635], [-1.171, -0.789, -2.248], [-0.407, 4.661, -0.795], [0.061, 4.272, 0.961], [1.898, 4.173, 1.186], [-0.675, 5.583, 2.059], [-0.625, 2.612, 1.556], [-0.931, 2.441, 2.902], [-1.249, 1.192, 3.438], [-1.249, 0.106, 2.604], [-1.003, 0.242, 1.286], [-0.688, 1.440, 0.795], [-0.301, 1.200, -0.902], [-0.174, 5.710, -1.003], [-1.478, 4.514, -0.963], [0.132, 4.043, -1.516], [2.419, 4.992, 0.679], [2.276, 3.224, 0.797], [2.151, 4.212, 2.249], [-0.366, 6.571, 1.704], [-0.346, 5.497, 3.098], [-1.768, 5.552, 2.042], [-0.899, 3.297, 3.568], [-1.463, 1.069, 4.491], [-1.462, -0.897, 2.949], [1.263, -1.232, 1.818], [2.174, -0.136, 2.234], [1.638, 0.495, 3.330], [2.259, 0.754, 1.126], [3.417, -0.711, 2.475], [-3.463, -1.021, 0.311], [-2.826, -2.187, 0.077], [-1.548, -2.222, -0.070], [-3.563, -3.372, -0.072], [-4.977, -3.349, 0.080], [-6.119, -3.237, 0.211], [-2.859, -4.566, -0.381], [-2.244, -5.503, -0.668], [-4.445, -1.019, 0.535], [-2.905, -0.207, 0.489]],
  "forces_ev_per_a": [[-0.005, -1.691, -2.078], [-0.101, 0.157, -0.405], [0.179, 0.001, -0.128], [0.198, 0.375, 1.115], [0.140, -0.070, -0.286], [0.032, -0.048, -0.067], [-0.048, 0.143, 0.669], [0.008, -0.046, -0.020], [0.109, -0.077, -0.221], [-0.534, -0.053, 0.365], [-0.057, -0.030, -0.022], [-0.016, -0.019, -0.066], [0.094, -0.005, 0.078], [-0.065, -0.008, 0.031], [0.239, 0.035, -0.011], [0.068, 0.062, 0.101], [-0.011, 0.040, -0.095], [-0.016, -0.049, -0.010], [0.053, 0.044, 0.013], [0.040, -0.062, 0.010], [-0.061, 0.024, -0.025], [-0.168, 0.000, 0.012], [0.064, 0.060, -0.056], [-0.151, -0.086, -0.280], [-0.121, -0.029, -0.250], [-0.100, -0.159, 0.067], [0.300, 0.002, -0.035], [-0.086, 0.214, 0.157], [-0.024, -0.101, 0.028], [-0.079, -0.045, 0.049], [-0.072, 0.236, 0.046], [-0.107, -0.119, -0.397], [0.260, 0.002, 1.028], [-0.164, 0.252, -0.092], [0.329, 0.696, 0.426], [-0.019, -0.067, -0.001], [0.071, 0.037, -0.006], [-0.017, 0.036, 0.034], [-0.037, -0.036, 0.052], [-0.002, 0.066, 0.015], [0.011, -0.025, -0.056], [-0.021, -0.048, 0.035], [-0.024, 0.010, -0.055], [0.054, 0.013, 0.005], [-0.007, -0.053, -0.029], [0.016, 0.018, -0.024], [0.056, -0.010, -0.012], [0.121, 0.552, -0.130], [0.162, 0.056, 0.154], [0.106, -0.109, -0.141], [-0.052, -0.277, 0.134], [-0.274, 0.081, -0.044], [-0.036, -0.041, -0.062], [0.543, 0.140, -0.099], [-0.801, 0.131, 0.613], [-0.223, -0.414, 0.034], [0.254, -0.031, -0.076], [0.072, 0.006, 0.014], [-0.088, 0.121, -0.022], [-0.031, 0.153, 0.009], [0.009, -0.006, -0.060], [0.030, 0.052, 0.068]]
}

---

{
  "formula": "C18H28Br2N3ORhSSi",
  "method": "the ωB97M-V functional and the def2-TZVPD basis",
  "lumo_energy_ev": [-7.71, -7.69],
  "relative_energy_kcal_mol": 22.6,
  "total_energy_ev": -187428.6662,
  "charge": 2,
  "orbital_gap_ev": [6.6780, 6.6966],
  "elements": ["Rh", "Br", "C", "Br", "H", "H", "N", "C", "C", "C", "C", "C", "C", "C", "N", "C", "C", "N", "C", "H", "H", "H", "H", "H", "H", "H", "C", "Si", "C", "C", "H", "H", "H", "H", "H", "H", "H", "H", "H", "C", "C", "S", "O", "C", "C", "H", "H", "H", "H", "H", "H", "H", "H", "H", "H"],
  "positions_angstrom": [[-0.008, 0.155, -0.143], [0.027, 0.269, 2.539], [-1.365, -1.121, 2.496], [-1.691, -1.523, 0.634], [-2.196, -0.595, 2.945], [-0.868, -1.932, 3.008], [-1.677, 10.429, 0.976], [-1.738, 9.292, 0.835], [-1.807, 7.867, 0.653], [-2.776, 7.322, -0.187], [-2.835, 5.952, -0.371], [-1.931, 5.145, 0.299], [-0.972, 5.671, 1.150], [-0.906, 7.042, 1.321], [-1.993, 3.721, 0.111], [-3.128, 2.945, 0.120], [-2.725, 1.667, -0.094], [-1.354, 1.659, -0.251], [-0.948, 2.914, -0.106], [-3.469, 7.973, -0.700], [-3.566, 5.522, -1.043], [-0.306, 5.019, 1.701], [-0.170, 7.477, 1.983], [-4.103, 3.363, 0.297], [-3.322, 0.776, -0.158], [0.071, 3.261, -0.165], [-2.231, -0.011, -2.886], [-0.411, -0.102, -2.555], [0.599, 1.281, -3.266], [0.308, -1.811, -2.695], [-2.398, -0.384, -3.903], [-2.615, 1.008, -2.844], [-2.820, -0.646, -2.223], [0.234, 1.508, -4.272], [1.650, 1.004, -3.339], [0.512, 2.201, -2.686], [0.603, -1.964, -3.740], [-0.416, -2.589, -2.450], [1.206, -1.933, -2.092], [5.528, 1.734, -1.077], [4.503, 0.624, -1.271], [3.237, 0.708, 0.008], [2.023, -0.029, -0.631], [3.883, -0.444, 1.238], [3.928, -1.894, 0.790], [6.257, 1.687, -1.884], [6.074, 1.624, -0.140], [5.062, 2.719, -1.095], [4.954, -0.366, -1.249], [3.945, 0.728, -2.201], [3.238, -0.303, 2.106], [4.868, -0.040, 1.489], [2.946, -2.237, 0.468], [4.238, -2.505, 1.637], [4.641, -2.066, -0.013]],
  "forces_ev_per_a": [[-0.405, -0.097, -1.566], [0.109, 0.018, 0.843], [1.145, 1.232, 0.103], [-0.213, 0.003, -0.070], [-0.383, -0.693, 0.088], [-0.703, -0.409, 0.046], [0.004, 0.009, 0.006], [-0.006, -0.022, -0.010], [0.001, 0.014, 0.002], [-0.002, 0.001, -0.001], [0.017, -0.001, -0.025], [-0.008, 0.001, -0.005], [-0.029, -0.005, 0.022], [0.006, 0.000, 0.005], [0.003, -0.011, 0.001], [0.030, 0.017, 0.001], [-0.022, -0.090, -0.072], [0.280, -0.100, 0.498], [0.035, 0.030, -0.117], [-0.001, -0.002, -0.002], [-0.002, 0.002, -0.002], [0.013, 0.004, -0.007], [0.001, -0.001, 0.000], [-0.008, -0.004, -0.017], [-0.007, 0.011, -0.011], [0.003, 0.001, -0.011], [0.030, -0.013, -0.189], [0.279, -0.272, 1.018], [-0.089, 0.006, -0.167], [-0.032, 0.066, -0.460], [-0.023, 0.010, 0.000], [-0.011, -0.002, 0.008], [0.010, -0.004, 0.008], [0.041, 0.005, -0.014], [0.000, 0.002, 0.024], [-0.001, 0.001, 0.003], [-0.006, -0.100, 0.013], [0.007, 0.005, 0.050], [-0.013, 0.015, 0.022], [0.017, -0.022, 0.031], [0.063, 0.013, 0.032], [0.099, -0.111, -0.039], [-0.201, 0.416, -0.027], [0.001, 0.066, -0.045], [-0.018, -0.008, 0.043], [0.001, -0.003, -0.001], [-0.002, 0.004, 0.004], [0.002, 0.003, -0.010], [-0.040, -0.022, -0.044], [-0.006, 0.061, 0.011], [0.028, -0.013, 0.024], [-0.002, -0.011, 0.028], [0.003, -0.002, -0.011], [0.008, -0.001, -0.004], [-0.002, 0.003, -0.006]]
}